# 1
Below is the molecule C3H3N3O2 at a distorted geometry, with properties calculated with ωB97M-V/def2-TZVPD.

Cartesian coordinates (Å):
H (-1.082, 0.893, 2.630)
N (-0.274, 1.430, 2.061)
C (-0.075, 1.048, 0.753)
N (0.834, 1.472, -0.146)
C (1.408, 0.492, -0.848)
N (0.921, -0.922, -1.045)
C (-0.345, -0.901, -0.642)
O (-1.095, -2.010, -1.014)
O (-0.832, -0.030, 0.116)
H (2.260, 0.786, -1.532)
H (-1.719, -2.258, -0.334)

Atoms 1-3, force components in eV/Å:
H 2.3006 1.2049 -2.3479
N -1.0693 -2.6248 -4.6190
C -1.3610 0.0160 5.0190

Output
- ΔE to the lowest compared entry with this formula, charge and spin (kcal/mol) = 81.3
- SMILES string = [H]/N=c1/ncnc(O)o1
- orbital gap (eV) = 9.71
- electronic energy (Ha) = -430.79140
- charge = 0
- highest occupied orbital energy (eV) = -9.89
- maximum force (Eh/bohr) = 0.105

Population analysis type natural (NBO), resulting atomic charges in e:
1. H 0.374
2. N -0.664
3. C 0.662
4. N -0.523
5. C 0.308
6. N -0.555
7. C 0.843
8. O -0.650
9. O -0.500
10. H 0.209
11. H 0.496

=====

# 2
Below is the molecule C5H7F3N2O at a distorted geometry, with properties calculated with ωB97M-V/def2-TZVPD.

Cartesian coordinates (Å):
N (1.043, -1.382, -2.697)
N (0.314, -1.026, -1.497)
C (0.684, -0.012, -0.650)
O (1.714, 0.580, -0.908)
C (-0.211, 0.386, 0.554)
C (-1.619, 0.821, 0.112)
F (-2.389, 1.139, 1.179)
F (-2.280, -0.163, -0.593)
F (-1.471, 1.995, -0.604)
C (-0.036, -0.420, 1.862)
C (0.429, 1.028, 1.769)
H (1.601, -2.254, -2.589)
H (1.696, -0.626, -3.018)
H (-0.690, -1.290, -1.438)
H (0.797, -1.131, 1.943)
H (-0.929, -0.581, 2.485)
H (-0.165, 1.769, 2.304)
H (1.513, 1.168, 1.786)

Atoms 1-3, force components in eV/Å:
N 0.1106 0.4079 0.2490
N -1.0871 -0.6540 0.3015
C 0.9715 0.2816 -1.1413

Output
- ΔE to the lowest compared entry with this formula, charge and spin (kcal/mol) = 3.3
- SMILES string = NNC(=O)C1(C(F)(F)F)CC1
- orbital gap (eV) = 10.33
- electronic energy (Ha) = -679.03847
- charge = 0
- highest occupied orbital energy (eV) = -9.46
- maximum force (Eh/bohr) = 0.038

Population analysis type natural (NBO), resulting atomic charges in e:
1. N -0.662
2. N -0.468
3. C 0.652
4. O -0.612
5. C -0.243
6. C 0.997
7. F -0.322
8. F -0.330
9. F -0.322
10. C -0.401
11. C -0.384
12. H 0.362
13. H 0.386
14. H 0.400
15. H 0.234
16. H 0.234
17. H 0.233
18. H 0.247

=====

# 3
Below is a cluster of 2 separate species, CH11N8O in total at a distorted geometry, with properties calculated with ωB97M-V/def2-TZVPD.

Cartesian coordinates (Å):
C (-2.465, 1.934, 0.013)
N (-0.016, -0.137, -0.458)
N (-2.101, 1.999, -1.268)
N (-2.028, 1.055, 2.250)
N (3.295, -2.988, 0.173)
N (-1.669, 1.498, 0.981)
N (3.184, -1.650, 0.234)
N (0.964, -0.753, 0.037)
N (2.024, -1.125, -0.525)
O (-0.040, 0.089, -1.878)
H (-3.451, 2.401, 0.240)
H (-2.821, 2.276, -1.866)
H (-1.273, 1.644, -1.604)
H (-1.403, 1.187, 2.972)
H (-2.971, 1.098, 2.603)
H (2.538, -3.429, 0.686)
H (3.093, -3.159, -0.760)
H (-1.086, 0.739, 0.599)
H (3.221, -1.399, 1.228)
H (2.292, -0.850, -1.419)
H (0.714, -0.432, -2.238)

Atoms 1-3, force components in eV/Å:
C -0.2034 1.1315 0.9589
N 1.0837 -1.2992 0.0621
N -1.8921 0.3825 3.0579

Output
- ΔE to the lowest compared entry with this formula, charge and spin (kcal/mol) = 77.2
- orbital gap (eV) = 9.48
- electronic energy (Ha) = -557.51998
- charge = +1
- highest occupied orbital energy (eV) = -12.63
- maximum force (Eh/bohr) = 0.070

Population analysis type natural (NBO), resulting atomic charges in e:
1. C 0.369
2. N -0.054
3. N -0.698
4. N -0.656
5. N -0.583
6. N -0.379
7. N -0.288
8. N 0.015
9. N -0.284
10. O -0.602
11. H 0.222
12. H 0.420
13. H 0.432
14. H 0.388
15. H 0.387
16. H 0.326
17. H 0.343
18. H 0.436
19. H 0.379
20. H 0.362
21. H 0.464

=====

# 4
Below is a cluster of 7 separate species, C36H90ClN6O16 in total at a distorted geometry, with properties calculated with ωB97M-V/def2-TZVPD.

Cartesian coordinates (Å):
Cl (-14.092, -20.917, -5.899)
O (-14.370, -19.523, -6.179)
O (-12.708, -21.098, -6.347)
O (-13.982, -21.154, -4.497)
O (-14.943, -21.814, -6.613)
C (-14.724, -20.683, -16.714)
O (-14.352, -19.798, -15.598)
C (-14.983, -18.588, -15.463)
C (-14.031, -17.582, -14.613)
N (-13.502, -18.171, -13.410)
C (-13.828, -17.426, -12.224)
C (-13.445, -18.137, -10.984)
O (-13.904, -19.521, -11.036)
C (-13.587, -20.087, -9.768)
H (-14.771, -20.333, -17.745)
H (-15.695, -21.145, -16.535)
H (-14.068, -21.549, -16.808)
H (-15.986, -18.717, -15.058)
H (-15.052, -18.281, -16.506)
H (-14.522, -16.630, -14.415)
H (-13.253, -17.321, -15.330)
H (-13.763, -19.090, -13.082)
H (-14.890, -17.276, -12.029)
H (-13.390, -16.428, -12.261)
H (-13.603, -17.592, -10.053)
H (-12.385, -18.373, -10.886)
H (-12.554, -20.012, -9.428)
H (-13.901, -21.129, -9.710)
H (-14.075, -19.445, -9.035)
C (-14.670, -11.519, -7.599)
O (-13.290, -12.067, -7.766)
C (-12.756, -12.734, -6.690)
C (-11.356, -13.346, -6.995)
N (-10.900, -14.148, -5.898)
C (-9.645, -14.849, -6.212)
C (-9.952, -16.045, -7.055)
O (-9.915, -17.249, -6.252)
C (-11.104, -17.705, -5.771)
H (-14.720, -10.618, -8.212)
H (-14.836, -11.202, -6.569)
H (-15.442, -12.265, -7.783)
H (-13.393, -13.536, -6.315)
H (-12.593, -12.059, -5.849)
H (-10.678, -12.498, -7.091)
H (-11.489, -13.957, -7.888)
H (-10.874, -13.612, -5.043)
H (-9.095, -15.155, -5.322)
H (-9.035, -14.170, -6.808)
H (-9.121, -16.131, -7.755)
H (-10.856, -16.080, -7.663)
H (-11.120, -18.771, -5.544)
H (-11.905, -17.568, -6.498)
H (-11.386, -17.101, -4.909)
C (-10.727, -27.623, -5.524)
O (-11.598, -26.750, -6.288)
C (-12.268, -25.934, -5.330)
C (-12.811, -24.705, -6.005)
N (-13.892, -24.974, -7.076)
C (-15.154, -25.280, -6.467)
C (-16.359, -25.428, -7.461)
O (-16.101, -26.621, -8.336)
C (-17.135, -27.617, -8.013)
H (-11.234, -28.281, -4.819)
H (-10.195, -26.992, -4.812)
H (-9.825, -27.950, -6.042)
H (-11.589, -25.475, -4.611)
H (-12.995, -26.502, -4.750)
H (-11.975, -24.153, -6.436)
H (-13.244, -24.051, -5.247)
H (-13.973, -23.991, -7.292)
H (-15.496, -24.566, -5.718)
H (-15.085, -26.195, -5.879)
H (-16.495, -24.507, -8.028)
H (-17.274, -25.307, -6.881)
H (-17.072, -27.849, -6.950)
H (-17.141, -28.578, -8.529)
H (-17.977, -27.070, -8.437)
C (-16.757, -25.058, 0.198)
O (-16.403, -23.746, 0.597)
C (-16.031, -22.788, -0.424)
C (-14.981, -23.215, -1.453)
N (-13.656, -23.612, -0.948)
C (-12.675, -24.163, -1.880)
C (-12.803, -25.698, -1.874)
O (-14.100, -26.064, -2.568)
C (-14.463, -27.479, -2.639)
H (-17.704, -24.994, -0.339)
H (-16.918, -25.789, 0.990)
H (-15.918, -25.527, -0.315)
H (-15.733, -21.884, 0.108)
H (-16.909, -22.551, -1.024)
H (-14.766, -22.268, -1.948)
H (-15.424, -23.953, -2.122)
H (-13.666, -24.318, -0.226)
H (-11.712, -23.881, -1.453)
H (-12.702, -23.728, -2.879)
H (-12.921, -26.181, -0.904)
H (-12.036, -26.159, -2.497)
H (-14.787, -27.737, -1.631)
H (-13.716, -28.180, -3.013)
H (-15.401, -27.512, -3.193)
C (-23.187, -23.385, -4.272)
O (-21.890, -22.859, -4.143)
C (-20.971, -23.547, -4.953)
C (-19.574, -23.027, -4.654)
N (-19.338, -21.667, -5.224)
C (-18.047, -21.042, -4.882)
C (-18.127, -19.528, -5.409)
O (-19.022, -18.669, -4.709)
C (-18.821, -18.406, -3.295)
H (-23.997, -22.754, -3.906)
H (-23.437, -24.268, -3.685)
H (-23.539, -23.577, -5.286)
H (-21.343, -23.189, -5.913)
H (-21.242, -24.602, -5.006)
H (-18.903, -23.731, -5.146)
H (-19.263, -23.209, -3.625)
H (-19.980, -20.939, -4.946)
H (-17.209, -21.617, -5.278)
H (-17.845, -21.067, -3.812)
H (-18.575, -19.596, -6.400)
H (-17.110, -19.134, -5.435)
H (-17.907, -17.832, -3.141)
H (-18.643, -19.390, -2.861)
H (-19.680, -17.887, -2.869)
C (-15.580, -19.372, -1.958)
O (-15.426, -18.819, -0.661)
C (-16.639, -18.081, -0.231)
C (-16.747, -18.195, 1.216)
N (-15.699, -17.602, 1.959)
C (-15.691, -18.026, 3.418)
C (-14.465, -17.345, 4.171)
O (-13.239, -18.039, 3.996)
C (-12.173, -17.525, 4.776)
H (-16.537, -19.891, -1.915)
H (-14.704, -19.920, -2.307)
H (-15.549, -18.550, -2.673)
H (-17.524, -18.510, -0.701)
H (-16.546, -17.000, -0.327)
H (-16.696, -19.284, 1.228)
H (-17.709, -17.846, 1.592)
H (-14.806, -17.583, 1.488)
H (-15.597, -19.110, 3.484)
H (-16.636, -17.627, 3.787)
H (-14.781, -17.112, 5.187)
H (-14.309, -16.374, 3.701)
H (-11.233, -17.511, 4.224)
H (-12.239, -18.089, 5.707)
H (-12.322, -16.489, 5.081)

Atoms 1-3, force components in eV/Å:
Cl 5.1497 1.6241 -1.1130
O -1.5753 -0.2582 0.2997
O -0.4612 -0.6332 -0.8719

Output
- ΔE to the lowest compared entry with this formula, charge and spin (kcal/mol) = 174.9
- orbital gap (eV) = 8.60
- electronic energy (Ha) = -3417.48337
- charge = -1
- highest occupied orbital energy (eV) = -6.37
- maximum force (Eh/bohr) = 0.107

Atomic partial charges in e from the Mulliken method, atoms 1 to 99:
1. Cl 1.601
2. O -0.644
3. O -0.749
4. O -0.563
5. O -0.559
6. C -0.838
7. O -0.311
8. C -0.502
9. C -0.684
10. N -0.305
11. C -0.641
12. C -0.676
13. O -0.469
14. C -0.648
15. H 0.310
16. H 0.333
17. H 0.287
18. H 0.289
19. H 0.426
20. H 0.382
21. H 0.299
22. H 0.315
23. H 0.308
24. H 0.390
25. H 0.510
26. H 0.372
27. H 0.354
28. H 0.259
29. H 0.219
30. C -0.718
31. O -0.325
32. C -0.582
33. C -0.574
34. N -0.201
35. C -0.705
36. C -0.289
37. O -0.418
38. C -0.556
39. H 0.254
40. H 0.320
41. H 0.280
42. H 0.371
43. H 0.281
44. H 0.259
45. H 0.327
46. H 0.234
47. H 0.449
48. H 0.332
49. H 0.243
50. H 0.311
51. H 0.237
52. H 0.175
53. H 0.290
54. C -0.864
55. O -0.437
56. C -0.042
57. C -0.062
58. N -0.549
59. C 0.140
60. C -0.891
61. O -0.421
62. C -0.612
63. H 0.291
64. H 0.306
65. H 0.368
66. H 0.367
67. H 0.029
68. H 0.325
69. H -0.136
70. H 0.247
71. H 0.143
72. H 0.231
73. H 0.405
74. H 0.369
75. H 0.216
76. H 0.260
77. H 0.279
78. C -0.338
79. O -0.437
80. C -0.481
81. C 0.285
82. N -0.350
83. C -0.547
84. C -0.570
85. O -0.107
86. C -1.032
87. H 0.247
88. H 0.283
89. H -0.028
90. H 0.260
91. H 0.259
92. H -0.267
93. H 0.326
94. H 0.323
95. H 0.332
96. H 0.042
97. H 0.491
98. H 0.301
99. H 0.366

=====

# 5
Below is a structure of composition C39H54AsIN5OPdS6Si3, with properties calculated with ωB97M-V/def2-TZVPD.

Cartesian coordinates (Å):
Pd (0.439, 1.239, -0.419)
C (1.847, -4.320, 0.766)
C (2.767, -4.543, -0.432)
C (4.195, -4.780, 0.077)
C (2.269, -5.790, -1.177)
C (2.767, -3.348, -1.385)
C (3.421, -3.466, -2.627)
C (3.371, -2.474, -3.578)
C (2.658, -1.317, -3.281)
S (2.275, 0.010, -4.328)
C (1.366, 0.725, -3.060)
N (1.378, 0.074, -1.922)
C (2.066, -1.137, -2.030)
C (2.124, -2.162, -1.081)
C (0.498, 1.880, -3.182)
C (0.235, 2.501, -4.399)
C (-0.771, 3.448, -4.480)
C (-1.517, 3.738, -3.348)
C (-1.233, 3.129, -2.129)
C (-0.203, 2.212, -2.007)
H (1.847, -5.212, 1.394)
H (0.816, -4.137, 0.450)
H (2.177, -3.485, 1.382)
H (4.215, -5.632, 0.759)
H (4.567, -3.905, 0.614)
H (4.884, -4.990, -0.743)
H (2.252, -6.642, -0.496)
H (2.911, -6.054, -2.017)
H (1.257, -5.637, -1.557)
H (3.956, -4.376, -2.861)
H (3.847, -2.604, -4.541)
H (1.617, -2.033, -0.137)
H (0.791, 2.223, -5.286)
H (-0.988, 3.936, -5.421)
H (-2.325, 4.458, -3.407)
H (-1.828, 3.382, -1.271)
I (2.592, -2.168, 4.501)
C (2.446, -1.033, 2.794)
C (3.470, -0.573, 1.998)
N (2.900, 0.150, 1.019)
N (1.565, 0.181, 1.130)
C (1.273, -0.544, 2.199)
H (4.537, -0.701, 2.066)
H (3.343, 0.630, 0.251)
H (0.248, -0.696, 2.491)
C (-2.818, 4.587, 0.765)
Si (-1.009, 5.087, 0.874)
C (-0.228, 5.794, -0.679)
C (-0.930, 6.450, 2.156)
As (0.203, 3.088, 1.374)
Si (-0.681, 2.416, 3.501)
C (0.537, 1.505, 4.596)
C (-1.262, 3.933, 4.419)
C (-2.144, 1.313, 3.135)
Si (2.453, 3.861, 1.574)
C (3.372, 2.959, 2.931)
C (3.258, 3.556, -0.100)
C (2.550, 5.679, 1.988)
H (-3.393, 5.357, 0.243)
H (-3.218, 4.525, 1.781)
H (-3.015, 3.630, 0.287)
H (-0.990, 6.234, -1.327)
H (0.326, 5.064, -1.267)
H (0.454, 6.597, -0.392)
H (-1.238, 7.367, 1.643)
H (0.069, 6.627, 2.552)
H (-1.611, 6.298, 2.989)
H (1.581, 1.743, 4.406)
H (0.421, 0.423, 4.522)
H (0.318, 1.781, 5.630)
H (-0.475, 4.679, 4.540)
H (-1.586, 3.622, 5.416)
H (-2.113, 4.407, 3.931)
H (-1.842, 0.369, 2.677)
H (-2.868, 1.789, 2.472)
H (-2.652, 1.076, 4.075)
H (3.256, 1.877, 2.913)
H (3.061, 3.320, 3.913)
H (4.436, 3.188, 2.824)
H (2.692, 2.852, -0.716)
H (4.275, 3.176, 0.030)
H (3.332, 4.489, -0.662)
H (2.104, 5.900, 2.959)
H (2.087, 6.317, 1.236)
H (3.608, 5.951, 2.046)
S (-5.668, -5.036, 1.381)
C (-4.332, -4.340, 0.748)
S (-3.758, -2.752, 1.231)
C (-2.504, -2.862, 0.042)
N (-2.484, -3.950, -0.631)
N (-3.478, -4.790, -0.225)
C (-3.576, -6.039, -0.922)
C (-3.808, -7.215, -0.227)
C (-3.877, -8.408, -0.931)
C (-3.711, -8.423, -2.308)
C (-3.469, -7.238, -2.988)
C (-3.403, -6.039, -2.298)
S (-1.222, -1.681, -0.195)
H (-3.935, -7.201, 0.844)
H (-4.060, -9.329, -0.394)
H (-3.768, -9.357, -2.850)
H (-3.337, -7.242, -4.062)
H (-3.213, -5.109, -2.817)
C (-4.314, 1.697, -3.032)
O (-3.715, 1.243, -1.804)
C (-2.887, 0.213, -1.858)
S (-2.477, -0.691, -3.127)
S (-2.255, 0.070, -0.179)
H (-4.743, 2.667, -2.798)
H (-5.089, 0.995, -3.333)
H (-3.558, 1.774, -3.810)

Atoms 1-3, force components in eV/Å:
Pd 0.6497 0.1248 0.7179
C -0.0329 -0.0084 0.0065
C 0.0054 -0.0065 -0.0093

Output
- ΔE to the lowest compared entry with this formula, charge and spin (kcal/mol) = 0.0
- orbital gap (eV) = 7.33
- electronic energy (Ha) = -7786.44838
- charge = +1
- highest occupied orbital energy (eV) = -9.91
- maximum force (Eh/bohr) = 0.019

Atomic partial charges in e from the Mulliken method, atoms 1 to 99:
1. Pd 0.114
2. C -1.383
3. C 2.107
4. C -1.675
5. C -1.786
6. C -0.382
7. C -0.562
8. C -1.430
9. C 1.235
10. S -0.445
11. C 0.295
12. N 1.620
13. C -2.291
14. C 1.304
15. C 0.991
16. C -0.620
17. C -1.142
18. C -1.265
19. C 0.397
20. C 0.168
21. H 0.561
22. H 0.202
23. H 0.022
24. H 0.451
25. H 0.289
26. H 0.366
27. H 0.460
28. H 0.353
29. H 0.396
30. H 0.467
31. H 0.414
32. H -0.165
33. H 0.478
34. H 0.404
35. H 0.635
36. H 0.340
37. I 0.188
38. C -1.354
39. C -0.352
40. N 0.158
41. N 0.867
42. C -1.116
43. H 0.595
44. H 0.027
45. H 0.805
46. C -1.071
47. Si 0.674
48. C -1.057
49. C -1.159
50. As -0.024
51. Si 0.402
52. C -0.957
53. C -1.152
54. C -0.767
55. Si 0.715
56. C -0.951
57. C -0.673
58. C -1.259
59. H 0.489
60. H 0.267
61. H 0.102
62. H 0.474
63. H 0.202
64. H 0.378
65. H 0.379
66. H 0.290
67. H 0.389
68. H 0.185
69. H 0.266
70. H 0.505
71. H 0.317
72. H 0.446
73. H 0.219
74. H -0.033
75. H 0.201
76. H 0.484
77. H -0.026
78. H 0.363
79. H 0.461
80. H -0.246
81. H 0.450
82. H 0.427
83. H 0.304
84. H 0.283
85. H 0.412
86. S -0.265
87. C 0.059
88. S -0.018
89. C -0.149
90. N -0.465
91. N 0.561
92. C 0.366
93. C -0.455
94. C -0.650
95. C -0.473
96. C -0.600
97. C -0.272
98. S 0.195
99. H 0.427

=====

Q: highest occupied orbital energy of number 5 (C39H54AsIN5OPdS6Si3)?
A: -9.91 eV

=====

Q: The highest ΔE to the lowest compared entry with this formula, charge and spin belongs to which entry?
A: C36H90ClN6O16